*A*
A single CH2NOP molecule. Source: OMol25; level of theory: the ωB97M-V functional and the def2-TZVPD basis.

Each line ends with the natural charge from an NBO analysis.
CARTESIAN COORDINATES (ANGSTROEM)
O1 4.2051 0.0196 0.0171  -0.4240
C1 3.0843 0.0981 -0.0293  0.9082
N1 1.7341 -0.2998 0.0490  -0.9083
P1 0.4106 0.7471 0.0585  0.5439
H1 -0.4879 -0.2127 -0.1145  -0.0564
H2 -0.1408 0.6395 1.3311  -0.0634

Output
SMILES   O=C=NP
Kohn-Sham gap   9.461 eV


*B*
A single CH2NOP molecule. Source: OMol25; level of theory: the ωB97M-V functional and the def2-TZVPD basis.

Each line ends with the natural charge from an NBO analysis.
CARTESIAN COORDINATES (ANGSTROEM)
H1 1.5203 -0.7832 1.6785  -0.0896
P1 1.4010 -1.0363 0.0845  0.9603
N1 0.3974 0.0851 -0.1752  -0.8528
C1 -0.7513 0.4790 -0.5382  0.4632
O1 -1.7949 -0.2308 -0.0982  -0.6348
H2 -0.7725 1.4862 -0.9513  0.1537

Output
SMILES   [H]/P=N/C=O
Kohn-Sham gap   7.948 eV


Energetically preferred structure: *A* | next structure: +0.901 eV


*A*
A 5-piece molecular cluster, H11O5 overall. Source: OMol25; level of theory: the ωB97M-V functional and the def2-TZVPD basis.

Each line ends with the natural charge from an NBO analysis.
CARTESIAN COORDINATES (ANGSTROEM)
O1 0.0490 1.7153 0.3237  -0.7330
H1 -0.5579 1.4416 -0.3678  0.5734
H2 -0.1912 1.2834 1.1467  0.5809
H3 0.9222 1.4633 0.0143  0.5776
O2 -0.0877 -3.5195 -1.3671  -0.9449
H4 0.3844 -4.0547 -2.0050  0.4758
H5 -0.9875 -3.4960 -1.6926  0.4691
O3 4.5744 0.3314 -0.1058  -0.9572
H6 5.2936 0.8842 0.1998  0.4780
H7 4.9985 -0.3418 -0.6380  0.4795
O4 -3.1023 1.0575 -3.1430  -0.9565
H8 -2.9932 1.7726 -3.7699  0.4760
H9 -3.5888 0.3884 -3.6245  0.4809
O5 -1.3585 0.3561 4.6821  -0.9560
H10 -1.0602 0.1841 5.5752  0.4817
H11 -2.2947 0.5339 4.7718  0.4746

Output
Charge   +1
Kohn-Sham gap   9.340 eV


*B*
A 5-piece molecular cluster, H11O5 overall. Source: OMol25; level of theory: the ωB97M-V functional and the def2-TZVPD basis.

Each line ends with the natural charge from an NBO analysis.
CARTESIAN COORDINATES (ANGSTROEM)
O1 20.6920 35.5600 22.1550  -0.7428
H1 20.0600 36.2220 21.6270  0.5742
H2 20.5830 35.7830 23.0170  0.5463
H3 20.4520 34.7600 21.9020  0.5507
O2 21.9720 33.1350 22.1850  -0.9624
H4 22.4160 33.5680 21.5100  0.4650
H5 21.9980 32.0780 21.8430  0.5030
O3 19.7910 35.7490 24.7440  -0.9593
H6 20.3560 35.2110 25.3720  0.5026
H7 20.1710 36.6930 24.9070  0.4856
O4 18.5650 33.6670 21.8860  -0.9711
H8 17.6110 33.6180 21.9590  0.4949
H9 18.7310 33.0340 21.1690  0.4809
O5 19.0790 37.6950 21.2230  -0.9801
H10 18.4040 38.4130 21.2130  0.5221
H11 19.6700 38.0500 20.5260  0.4904

Output
Charge   +1
Kohn-Sham gap   12.162 eV


Energetically preferred structure: *B* | next structure: +0.472 eV


*A*
C2H8N3S as an isolated structure. Source: OMol25; level of theory: the ωB97M-V functional and the def2-TZVPD basis.

Each line ends with the natural charge from an NBO analysis.
CARTESIAN COORDINATES (ANGSTROEM)
C1 -1.7375 0.3890 -0.4091  -0.3972
C2 0.6109 -0.4423 -0.8309  0.3104
N1 0.6106 0.5687 0.1226  -0.3845
N2 1.7635 -0.9686 -1.3506  -0.7100
N3 -0.6821 1.0550 0.4065  -0.4814
S1 -0.9604 -1.1129 -1.0015  0.4461
H1 -2.5586 0.2204 0.3096  0.2621
H2 -2.1614 1.2637 -1.1072  0.2480
H3 0.3457 -0.6340 2.2502  -0.0470
H4 1.2252 1.3582 0.0033  0.4272
H5 2.5759 -0.6945 -0.8746  0.4306
H6 1.5659 -1.8201 -1.7874  0.4299
H7 0.1669 -0.7402 3.0199  0.0441
H8 -0.7647 1.5575 1.2492  0.4216

Output
Charge   +1
Kohn-Sham gap   8.825 eV


*B*
An isolated ion of composition C2H8N3S and charge +1. Source: OMol25; level of theory: the ωB97M-V functional and the def2-TZVPD basis.

Each line ends with the natural charge from an NBO analysis.
CARTESIAN COORDINATES (ANGSTROEM)
N1 0.1076 0.4707 1.9407  -0.6002
N2 0.4885 -0.6422 1.3636  -0.2057
C1 0.4271 -1.0118 0.1266  0.1403
C2 -0.1797 -0.2151 -0.9446  -0.1502
N3 -0.8711 0.9035 -0.3550  -0.8419
S1 0.3397 0.4478 -2.8983  -0.0446
H1 -0.3258 0.3285 2.8150  0.3924
H2 -0.7301 1.0120 1.3940  0.4364
H3 0.8334 -1.3769 1.9873  0.4415
H4 1.1108 -1.8599 0.0020  0.2506
H5 -0.9337 -0.8402 -1.3145  0.2532
H6 -0.2242 1.5680 -0.0689  0.3725
H7 -1.5248 1.3865 -1.0515  0.4174
H8 1.4822 -0.1709 -2.9963  0.1383

Output
Charge   +1
SMILES   N/[NH+]=C\[C@@H](N)S
Kohn-Sham gap   8.309 eV


Energetically preferred structure: *A* | next structure: +0.788 eV


*A*
A single C6H14N4O2 molecule. Source: OMol25; level of theory: the ωB97M-V functional and the def2-TZVPD basis.

Each line ends with the natural charge from an NBO analysis.
CARTESIAN COORDINATES (ANGSTROEM)
H1 -1.5405 -3.0155 -1.1821  0.3106
N1 -1.4757 -2.8536 -2.2000  -0.7186
C1 -1.5267 -1.6254 -2.1583  0.5636
N2 -1.2134 -0.8545 -3.2502  -0.8281
N3 -1.7678 -0.9476 -0.9346  -0.6571
C2 -1.7714 0.4120 -0.7207  -0.1991
C3 -0.2050 0.6384 -0.2181  -0.3876
C4 0.1963 0.0115 1.0002  -0.4399
C5 1.6411 0.3676 1.3718  -0.1357
N4 2.2544 -0.5517 2.3520  -0.8116
C6 1.6247 1.7456 1.9907  0.7745
O1 1.1372 2.0594 3.0284  -0.6049
O2 2.3148 2.5275 1.2204  -0.6903
H2 -1.0260 -1.4311 -4.0204  0.3904
H3 -1.9774 -0.2599 -3.5249  0.3663
H4 -2.1263 -1.5940 -0.2412  0.3825
H5 -2.0226 0.7824 -1.7335  0.1992
H6 -2.4971 0.5507 0.0294  0.1992
H7 0.3963 0.0836 -0.9822  0.2076
H8 -0.0311 1.7206 -0.3218  0.1966
H9 0.0703 -1.0554 0.7388  0.2259
H10 -0.3602 0.3768 1.8483  0.2150
H11 2.4060 0.4472 0.6085  0.2143
H12 3.1943 -0.3126 2.5817  0.3624
H13 1.7100 -0.6682 3.1400  0.3613
H14 2.5959 3.4461 1.5779  0.5036

Output
SMILES   [H]/N=C(/N)NCCC[C@H](N)C(=O)O
Kohn-Sham gap   9.124 eV


*B*
A 2-piece molecular cluster, C6H14N4O2 overall. Source: OMol25; level of theory: the ωB97M-V functional and the def2-TZVPD basis.

Each line ends with the natural charge from an NBO analysis.
CARTESIAN COORDINATES (ANGSTROEM)
C1 3.0670 -1.2765 0.9860  -0.6436
C2 1.7937 -0.4850 0.8229  0.2377
O1 0.9922 -0.8118 -0.3099  -0.7186
C3 1.6347 0.9249 1.2544  -0.4480
C4 1.0702 -0.1613 2.1267  -0.1013
N1 1.7455 -0.3890 3.3882  -0.8289
H1 3.6736 -1.2992 0.0727  0.2119
H2 2.8309 -2.3117 1.2666  0.2047
H3 3.6934 -0.8494 1.7825  0.2464
H4 1.2294 -1.7067 -0.6274  0.4775
H5 0.9549 1.5159 0.6290  0.2216
H6 2.4938 1.4707 1.6601  0.2262
H7 -0.0131 -0.3248 2.0935  0.1943
H8 1.4877 -1.3251 3.6699  0.3582
H9 1.3575 0.2689 4.0586  0.3628
H10 -4.1907 -0.8325 -0.0056  0.3236
N2 -3.3242 -0.4146 0.3662  -0.6663
C5 -2.6368 0.1253 -0.5736  0.2882
N3 -2.9683 0.0948 -1.9187  -0.6096
C6 -2.3448 0.8799 -2.8374  0.2005
N4 -2.5948 0.9334 -4.1014  -0.1570
O2 -1.7071 1.8414 -4.7625  -0.5520
H11 -1.7593 0.7507 -0.3225  0.1811
H12 -3.7853 -0.3896 -2.2120  0.4093
H13 -1.5797 1.5366 -2.4178  0.1460
H14 -1.1204 2.2350 -4.0885  0.4354

Output
SMILES   C[C@]1(O)C[C@@H]1N.[H]/N=C\N/C=N/O
Kohn-Sham gap   9.602 eV


Energetically preferred structure: *A* | next structure: +2.089 eV


*A*
An isolated ion of composition C3H8IN2O and charge +1. Source: OMol25; level of theory: the ωB97M-V functional and the def2-TZVPD basis.

Each line ends with the natural charge from an NBO analysis.
CARTESIAN COORDINATES (ANGSTROEM)
C1 -0.8611 -1.9616 -0.7038  -0.3828
N1 0.0178 -0.7658 -0.6441  -0.5813
C2 0.1346 -0.0156 0.5424  -0.2144
I1 1.9980 -0.6192 1.6877  0.1541
C3 0.0283 1.4524 0.0781  0.6450
N2 0.4167 2.4149 0.9467  -0.7752
O1 -0.4692 1.5343 -1.0654  -0.5768
H1 -0.6438 -2.3826 0.1813  0.2144
H2 -1.8344 -1.5206 -0.6869  0.2261
H3 -0.6871 -2.4808 -1.6355  0.2482
H4 -0.2479 0.0576 -1.2841  0.4695
H5 1.0224 -1.0697 -0.9922  0.4455
H6 -0.6054 -0.2841 1.2605  0.2624
H7 1.1919 2.2040 1.5780  0.4210
H8 0.5393 3.4368 0.7373  0.4445

Output
Charge   +1
SMILES   C[NH2+][C@@H](I)C(N)=O
Kohn-Sham gap   9.477 eV


*B*
A 2-piece molecular cluster, C3H8IN2O overall. Source: OMol25; level of theory: the ωB97M-V functional and the def2-TZVPD basis.

Each line ends with the natural charge from an NBO analysis.
CARTESIAN COORDINATES (ANGSTROEM)
C1 0.8406 -0.0518 -0.2954  0.5131
C2 -0.8238 1.6874 -0.8784  -0.4298
C3 -1.1668 -1.4575 0.8051  -0.2883
N1 -0.3368 0.3777 -0.3265  -0.0343
N2 2.0254 0.4303 -0.5766  -0.7680
O1 -1.4358 -0.3322 0.1569  -0.2939
I1 2.2695 -2.0852 2.3134  0.0096
H1 -0.1339 2.4602 -0.8025  0.2380
H2 -1.2239 1.5766 -1.9225  0.2546
H3 -1.6617 1.8814 -0.2678  0.2508
H4 -1.9970 -1.5044 1.5414  0.2412
H5 -0.1688 -1.3742 1.3374  0.1842
H6 -1.2461 -2.3032 0.0980  0.2061
H7 2.6086 0.9246 0.1054  0.4626
H8 2.4504 -0.2298 -1.2879  0.4541

Output
Charge   +1
Kohn-Sham gap (alpha / beta)   7.902 / 6.673 eV


Energetically preferred structure: *A* | next structure: +5.078 eV


*A*
A single C10H14N2OS molecule. Source: OMol25; level of theory: the ωB97M-V functional and the def2-TZVPD basis.

Each line ends with the natural charge from an NBO analysis.
CARTESIAN COORDINATES (ANGSTROEM)
H1 -2.7696 -2.1559 1.2876  0.3364
N1 -1.8222 -1.7914 1.3217  -0.7151
C1 -1.7659 -0.5482 1.0219  0.5832
C2 -2.9782 0.2770 0.5779  -0.4910
C3 -3.3904 -0.0698 -0.8524  -0.5986
O1 -0.6301 0.1215 1.1108  -0.7483
S1 0.2713 1.4044 -0.0031  1.7378
C4 -0.2316 1.6806 -1.5617  -0.9065
N2 0.7307 2.5764 0.8399  -1.0657
C5 1.6376 0.2518 -0.0257  -0.2543
C6 1.3867 -1.0673 -0.3652  -0.1144
C7 2.4036 -1.9985 -0.2634  -0.2220
C8 3.6638 -1.6042 0.1579  -0.1819
C9 3.9115 -0.2752 0.4610  -0.2078
C10 2.8933 0.6617 0.3780  -0.1848
H2 -3.8102 0.0754 1.2573  0.2192
H3 -2.7289 1.3396 0.6509  0.2032
H4 -2.6290 0.2501 -1.5606  0.2020
H5 -3.5249 -1.1453 -0.9585  0.2094
H6 -4.3253 0.4232 -1.1105  0.2096
H7 -0.9611 2.4655 -1.6686  0.2323
H8 -0.4488 0.7744 -2.1004  0.2279
H9 0.1237 3.3789 0.8597  0.3916
H10 0.3949 -1.3756 -0.6537  0.2273
H11 2.2036 -3.0350 -0.4886  0.2233
H12 4.4489 -2.3379 0.2620  0.2180
H13 4.8958 0.0295 0.7828  0.2208
H14 3.0508 1.6942 0.6430  0.2486

Output
SMILES   [H]/N=C(\CC)O[S@@](=C)(=N)c1ccccc1
Kohn-Sham gap (alpha / beta)   8.864 / 8.865 eV


*B*
A single C10H14N2OS molecule. Source: OMol25; level of theory: the ωB97M-V functional and the def2-TZVPD basis.

Each line ends with the natural charge from an NBO analysis.
CARTESIAN COORDINATES (ANGSTROEM)
H1 -0.8808 1.4103 0.8393  0.3507
N1 -1.8261 1.1843 0.5440  -0.7532
C1 -1.8426 0.1535 -0.2163  0.3105
N2 -0.7759 -0.5833 -0.6982  -0.6374
C2 0.5737 -0.2917 -0.4329  0.1042
C3 1.0966 0.9844 -0.6789  -0.2177
C4 2.4360 1.2565 -0.4486  -0.2647
C5 3.2890 0.2475 0.0016  0.3712
O1 4.5772 0.6159 0.1906  -0.5072
C6 5.4812 -0.3616 0.6525  -0.2623
C7 2.7889 -1.0276 0.2374  -0.3235
C8 1.4488 -1.2917 0.0309  -0.1981
S1 -3.3863 -0.4771 -0.8419  0.2096
C9 -4.5576 0.4041 0.2018  -0.5329
C10 -4.6471 -0.1298 1.6352  -0.6212
H2 -0.9837 -1.5490 -1.0059  0.4080
H3 0.4645 1.7430 -1.0748  0.2269
H4 2.8414 2.2566 -0.6135  0.2285
H5 5.6167 -1.2301 -0.0660  0.1750
H6 6.4786 0.1284 0.7494  0.2045
H7 5.1895 -0.7912 1.6186  0.1779
H8 3.4131 -1.8428 0.5902  0.2242
H9 1.0542 -2.2806 0.2127  0.2118
H10 -4.2616 1.4467 0.2212  0.2468
H11 -5.5330 0.3220 -0.3178  0.2226
H12 -3.6586 0.0016 2.1222  0.2287
H13 -4.9326 -1.2022 1.6351  0.2054
H14 -5.4305 0.4260 2.2176  0.2114

Output
SMILES   [H]/N=C(\Nc1ccc(OC)cc1)SCC
Kohn-Sham gap   8.885 eV


Energetically preferred structure: *B* | next structure: +4.234 eV